1.
This record from the Open Molecules 2025 dataset describes a 2-piece molecular cluster, C4H8N2O overall in a non-equilibrium geometry. The level of theory is wB97M-V/def2-TZVPD.

Atoms and positions in Å:
N1 -0.770 -1.794 -0.178
H1 2.169 1.530 2.032
N2 0.669 -0.742 -1.546
H2 0.952 -2.776 -1.243
C1 -0.210 0.201 -1.094
C2 -2.085 0.116 0.718
O1 2.694 2.164 1.506
H3 3.545 1.927 1.822
C3 -1.033 -0.456 -0.179
H4 -0.269 1.267 -1.182
C4 0.260 -1.955 -1.060
H5 -2.624 0.975 0.233
H6 -2.879 -0.590 0.984
H7 -1.774 0.668 1.580
H8 1.356 -0.533 -2.394

For the electronic energy, the calculation gives -9304.667 eV. The value obtained for the HOMO-LUMO gap is 9.12 eV. Its SMILES is Cc1c[nH]cn1.O.

2.
This record from the Open Molecules 2025 dataset describes C4H5NO as an isolated structure in a non-equilibrium geometry. The level of theory is wB97M-V/def2-TZVPD.

Atoms and positions in Å:
C1 -0.218 0.772 0.483
H1 -2.305 0.941 0.457
H2 -0.270 0.878 1.571
N1 2.933 -0.227 0.784
H3 0.615 -1.811 -0.468
C2 -1.463 0.678 -0.173
H4 -1.561 0.840 -1.236
H5 0.684 -0.305 -1.418
O1 -1.079 -0.622 0.191
C3 1.940 -0.417 0.228
C4 0.724 -0.726 -0.420

For the electronic energy, the calculation gives -7760.156 eV. The value obtained for the HOMO-LUMO gap (alpha / beta) is 9.14 / 9.14 eV.

3.
This record from the Open Molecules 2025 dataset describes a 12-piece molecular cluster, C17H14Cl44FNO3S overall. The level of theory is wB97M-V/def2-TZVPD.

Atoms and positions in Å:
Cl1 -0.683 -1.062 0.846
Cl2 -6.131 -0.142 -0.565
C1 -7.215 -1.321 -6.765
Cl3 -3.732 2.170 -6.151
Cl4 4.015 -10.320 3.915
H1 0.651 6.075 -3.639
Cl5 -6.280 0.174 -6.741
C2 9.402 -3.885 9.404
Cl6 1.742 -10.045 5.668
Cl7 1.156 -3.854 4.413
Cl8 10.385 -2.543 9.995
Cl9 6.188 -3.219 6.338
Cl10 6.050 4.873 3.719
F1 -3.377 3.911 -1.589
O1 -2.427 4.750 -3.664
Cl11 4.215 0.221 2.685
Cl12 -6.435 -2.513 -5.716
Cl13 2.786 -0.645 0.359
C3 -6.957 -1.561 -1.209
Cl14 9.841 -4.240 7.727
H2 0.418 4.344 -3.712
H3 1.147 2.740 -0.205
Cl15 7.696 -3.447 9.477
Cl16 -12.244 -1.302 -6.125
H4 0.933 2.293 -2.596
Cl17 -2.531 0.828 -0.312
H5 1.850 7.075 -1.816
C4 5.242 4.945 2.150
Cl18 -8.853 -1.013 -6.181
Cl19 2.057 -6.188 5.835
H6 3.518 6.575 -1.989
H7 3.476 3.644 -1.626
H8 2.411 2.566 -3.575
C5 2.387 3.681 -1.730
C6 0.693 5.162 -3.045
Cl20 3.875 3.828 2.139
C7 -2.616 0.799 -6.179
Cl21 -3.111 -0.389 -4.976
Cl22 -14.521 -3.030 -5.744
C8 2.617 -0.032 2.001
C9 2.010 2.452 -2.563
C10 -1.796 -0.770 -0.491
Cl23 -0.461 -6.245 4.432
Cl24 -12.796 -3.397 -8.026
H9 1.193 4.480 -0.057
C11 0.639 -5.243 5.381
Cl25 4.669 6.590 1.855
Cl26 -0.982 1.372 -5.818
Cl27 4.388 -2.400 8.434
Cl28 -6.606 -1.715 -2.933
Cl29 4.072 -11.502 6.545
Cl30 -6.396 -3.011 -0.360
Cl31 1.713 -1.216 2.987
Cl32 4.189 -8.637 6.249
S1 -2.254 3.762 -2.669
Cl33 -0.184 -4.670 6.834
H10 2.602 6.028 -0.603
Cl34 -2.630 0.052 -7.781
C12 2.531 6.237 -1.668
Cl35 -11.849 -4.057 -5.383
H11 -1.199 4.201 -0.752
Cl36 3.782 -1.771 5.686
O2 -2.226 2.389 -3.011
Cl37 -3.070 -1.991 -0.522
H12 2.487 1.567 -2.140
Cl38 1.701 1.485 1.988
Cl39 6.380 4.483 0.879
Cl40 -8.699 -1.389 -0.972
Cl41 5.956 -0.430 7.025
H13 2.578 3.515 0.455
Cl42 9.691 -5.313 10.401
C13 5.077 -1.955 6.866
C14 2.101 5.001 -2.482
O3 -0.329 5.350 -2.054
Cl43 -7.287 -1.951 -8.414
Cl44 -0.917 -0.824 -2.018
N1 -0.900 4.117 -1.720
C15 -12.854 -2.948 -6.319
H14 2.734 4.974 -3.377
C16 1.801 3.610 -0.304
C17 3.503 -10.130 5.593

For the electronic energy, the calculation gives -590022.216 eV. The value obtained for the HOMO-LUMO gap is 10.37 eV. Its SMILES is CC(C)[C@H](C)CONS(=O)(=O)F.ClC(Cl)(Cl)Cl.ClC(Cl)(Cl)Cl.ClC(Cl)(Cl)Cl.ClC(Cl)(Cl)Cl.ClC(Cl)(Cl)Cl.ClC(Cl)(Cl)Cl.ClC(Cl)(Cl)Cl.ClC(Cl)(Cl)Cl.ClC(Cl)(Cl)Cl.ClC(Cl)(Cl)Cl.ClC(Cl)(Cl)Cl.

4.
This record from the Open Molecules 2025 dataset describes a 2-piece molecular cluster, C4H7NO2 overall in a non-equilibrium geometry. The level of theory is wB97M-V/def2-TZVPD.

Atoms and positions in Å:
H1 0.253 -1.990 -1.254
O1 1.996 1.213 -0.217
H2 -1.134 -1.127 1.176
O2 -0.489 1.444 1.169
C1 -0.114 -1.066 -0.821
C2 -1.233 -0.760 0.146
N1 1.555 0.677 -1.225
H3 0.458 1.637 1.142
C3 0.258 0.218 -0.928
C4 -0.820 0.746 0.005
H4 1.274 -0.890 0.730
H5 -2.216 -1.025 -0.244
H6 -1.574 1.308 -0.556
H7 1.788 -0.384 0.876

For the electronic energy, the calculation gives -9840.707 eV. The value obtained for the HOMO-LUMO gap is 8.74 eV. Its SMILES is O=NC1=CC[C@H]1O.[H][H].

5.
This record from the Open Molecules 2025 dataset describes C7H21N3NbO2 as an isolated structure in a non-equilibrium geometry. The level of theory is wB97M-V/def2-TZVPD.

Atoms and positions in Å:
H1 3.993 -0.902 1.225
H2 -1.374 -2.083 -0.396
H3 0.830 -0.350 -1.062
H4 0.001 0.903 2.721
C1 -0.711 2.448 -2.787
C2 -1.606 0.512 1.319
C3 0.951 0.694 0.821
H5 0.487 -2.173 0.389
C4 3.252 -1.400 1.864
H6 2.643 -0.633 2.352
H7 0.019 -0.748 2.136
H8 -3.479 -0.720 -0.748
C5 -0.145 0.289 1.817
Nb1 -2.661 -1.407 0.773
H9 -3.684 -2.942 0.712
H10 -0.071 0.548 -3.109
O1 2.540 -3.566 1.163
O2 -0.605 2.417 -1.577
H11 -0.477 1.377 -4.572
H12 2.470 -0.162 -0.465
H13 3.765 -1.999 2.626
N1 -1.189 3.550 -3.455
N2 1.427 -1.812 0.226
H14 -1.301 3.588 -4.449
H15 -1.607 1.150 0.417
H16 -4.044 -0.903 1.900
H17 1.817 1.075 1.384
H18 -1.675 -2.304 2.057
H19 -1.462 4.335 -2.896
H20 0.607 1.527 0.191
C6 2.381 -2.354 1.064
N3 -0.373 1.383 -3.577
H21 -2.166 1.061 2.089
C7 1.446 -0.400 -0.152

Its charge is -1. For the electronic energy, the calculation gives -17710.362 eV. The value obtained for the HOMO-LUMO gap is 7.04 eV.

6.
This record from the Open Molecules 2025 dataset describes a 5-piece molecular cluster, C5H23N3O4 overall in a non-equilibrium geometry. The level of theory is wB97M-V/def2-TZVPD.

Atoms and positions in Å:
H1 -2.501 -0.059 -3.116
H2 2.076 0.307 -0.462
H3 0.142 -4.781 -0.880
H4 -0.480 -3.405 0.935
O1 -2.503 0.329 -2.310
C1 2.179 0.894 0.405
N1 -0.198 2.043 -0.105
H5 0.814 1.887 1.921
H6 -2.079 -2.282 -1.598
H7 -0.952 2.658 0.408
H8 -1.686 -1.117 -0.719
H9 1.875 -1.714 -0.016
H10 -0.772 -0.141 0.382
H11 2.699 1.768 0.185
H12 1.460 -1.142 2.285
C2 0.708 1.266 0.907
H13 2.402 2.461 -2.164
H14 -0.071 -1.771 2.308
H15 -0.735 1.346 -0.500
H16 -3.387 0.499 -2.068
C3 0.281 -3.082 0.195
H17 2.831 0.588 1.159
O2 1.819 3.019 -1.565
N2 0.966 -2.023 0.369
H18 2.143 3.984 -1.769
H19 -2.377 3.709 1.841
C4 0.587 -1.249 1.607
H20 -1.168 3.355 2.635
C5 -0.150 0.056 1.224
H21 1.429 -3.767 -1.470
H22 0.276 2.587 -0.854
O3 -1.575 -2.073 -0.780
H23 -0.886 0.305 2.008
O4 -1.733 3.038 1.937
N3 0.553 -3.889 -0.939

Its charge is +2. For the electronic energy, the calculation gives -18202.582 eV. The value obtained for the HOMO-LUMO gap is 11.69 eV.